Entry 1:
C6H24MgO6 | the ωB97M-V functional and the def2-TZVPD basis

XYZ file:
```
37
Properties=species:S:1:pos:R:3:mulliken_charge:R:1
Mg 18.012 -19.258 -0.892 1.532
C 17.893 -18.207 -3.734 -0.799
O 17.522 -19.242 -2.934 -0.311
H 17.431 -18.333 -4.726 0.375
H 18.952 -18.159 -3.827 0.273
H 17.503 -17.204 -3.479 0.205
H 17.162 -19.954 -3.541 0.293
C 14.999 -18.503 -0.690 -0.766
O 16.017 -19.423 -0.402 -0.280
H 14.400 -18.356 0.193 0.340
H 14.361 -18.807 -1.492 0.345
H 15.333 -17.515 -0.966 0.236
H 15.560 -20.279 -0.240 0.244
C 18.277 -22.235 -0.115 -0.701
O 18.028 -21.377 -1.209 -0.285
H 19.313 -22.177 0.149 0.173
H 18.004 -23.277 -0.281 0.444
H 17.739 -21.829 0.759 0.146
H 17.848 -22.007 -1.908 0.256
C 18.742 -16.367 0.039 -0.892
O 18.051 -17.195 -0.836 -0.144
H 18.928 -16.751 1.017 0.292
H 18.144 -15.436 0.073 0.333
H 19.668 -16.047 -0.391 0.342
H 17.655 -16.497 -1.398 0.192
C 21.029 -20.306 -1.457 -1.008
O 20.094 -19.282 -1.428 -0.293
H 20.691 -21.315 -1.386 0.251
H 21.694 -20.124 -0.661 0.401
H 21.690 -20.290 -2.294 0.399
H 20.522 -18.606 -1.907 0.237
C 19.690 -19.596 1.761 -0.833
O 18.473 -19.479 1.142 -0.124
H 19.795 -18.871 2.562 0.337
H 20.469 -19.357 1.052 0.233
H 19.885 -20.630 2.089 0.339
H 17.762 -19.628 1.765 0.218
```

The calculation puts the lowest unoccupied orbital energy at -5.95 eV. Its net charge is +2. The orbital gap is 12.25 eV. The calculation puts the HOMO energy at -0.669 Ha. The value obtained for the relative energy (zero: lowest compared OMol25 entry of this formula, charge and spin) is 106.4 kJ/mol.

Entry 2:
C35H104N26O19 | the ωB97M-V functional and the def2-TZVPD basis

XYZ file:
```
184
Properties=species:S:1:pos:R:3:mulliken_charge:R:1
C 2.210 3.591 4.385 0.513
O 3.286 3.591 5.004 -0.853
N 1.887 4.699 3.701 -0.338
N 1.519 2.423 4.279 0.032
H 0.911 4.943 3.564 0.201
H 2.545 5.446 3.898 0.253
H 1.697 1.811 5.077 0.057
H 0.546 2.546 4.039 0.191
C 5.345 0.532 4.844 0.480
O 4.482 0.117 5.597 -0.646
N 6.341 -0.297 4.411 -0.469
N 5.495 1.823 4.522 -0.333
H 6.776 -0.057 3.523 0.277
H 6.119 -1.270 4.585 0.243
H 4.680 2.403 4.729 0.294
H 5.945 2.030 3.646 0.173
C 2.139 -6.344 -2.661 0.544
O 1.161 -7.024 -2.481 -0.641
N 2.781 -6.397 -3.860 -0.478
N 2.658 -5.545 -1.758 0.010
H 3.405 -5.696 -4.207 0.199
H 2.154 -6.810 -4.533 0.246
H 2.231 -5.817 -0.873 0.000
H 3.657 -5.385 -1.762 0.147
C 0.962 -1.541 -4.191 0.279
O 1.355 -1.682 -5.352 -0.787
N -0.024 -0.685 -3.974 0.040
N 1.549 -2.120 -3.172 0.233
H 0.023 -0.173 -3.099 0.003
H -0.196 -0.150 -4.808 0.238
H 1.925 -2.989 -3.583 0.155
H 1.036 -2.277 -2.287 -0.351
C 3.394 1.478 -1.960 0.594
O 3.836 2.320 -1.205 -0.841
N 3.015 0.258 -1.530 0.150
N 3.360 1.670 -3.271 -0.375
H 2.906 -0.606 -2.055 0.131
H 3.033 0.228 -0.524 -0.572
H 3.113 0.969 -3.961 0.171
H 3.854 2.514 -3.541 0.281
C 3.649 -6.436 1.611 0.539
O 2.540 -6.275 1.166 -0.600
N 4.674 -5.649 1.231 -0.279
N 3.867 -7.424 2.529 -0.564
H 5.494 -5.563 1.798 0.244
H 4.385 -4.809 0.726 0.169
H 4.532 -7.269 3.277 0.244
H 2.944 -7.732 2.807 0.277
C 0.982 -0.922 5.406 0.651
O -0.220 -1.145 5.170 -0.795
N 1.893 -1.704 4.923 0.002
N 1.270 0.027 6.264 -0.496
H 2.832 -1.695 5.296 0.239
H 1.474 -2.555 4.524 -0.041
H 0.411 0.441 6.574 0.238
H 2.184 0.294 6.608 0.210
C 6.746 2.915 1.465 0.761
O 6.708 1.714 1.736 -0.621
N 5.847 3.499 0.697 -0.268
N 7.508 3.781 2.152 -0.451
H 5.812 4.482 0.572 0.155
H 5.225 2.833 0.249 0.208
H 7.451 4.774 1.983 0.151
H 8.291 3.337 2.622 0.254
C -3.802 -4.089 1.211 0.406
O -3.610 -4.378 2.372 -0.816
N -3.662 -4.988 0.198 -0.275
N -4.053 -2.798 0.885 0.046
H -3.358 -4.763 -0.752 0.253
H -3.526 -5.902 0.625 0.263
H -3.611 -2.290 1.648 0.055
H -3.990 -2.483 -0.083 0.084
C 5.634 -2.405 -0.424 0.373
O 4.702 -3.193 -0.263 -0.607
N 6.693 -2.837 -1.130 -0.457
N 5.556 -1.213 0.171 -0.100
H 6.473 -3.782 -1.416 0.239
H 7.643 -2.509 -1.085 0.198
H 4.630 -1.199 0.611 -0.181
H 6.134 -0.403 0.002 0.133
C 0.011 -4.345 3.308 0.616
O 1.104 -4.192 3.845 -0.850
N -1.041 -3.603 3.654 -0.059
N -0.149 -5.166 2.238 -0.187
H -1.978 -3.827 3.376 0.210
H -0.905 -2.829 4.291 0.057
H 0.595 -5.821 2.012 0.137
H -1.090 -5.370 1.948 0.128
C -4.756 0.281 2.023 -0.967
O -3.385 0.671 2.213 0.387
C -3.224 1.131 3.558 -1.076
C -1.791 1.669 3.738 -0.318
N -1.477 3.055 3.321 -0.121
C -1.581 3.305 1.867 1.171
C -1.543 4.797 1.544 -0.510
O -2.554 5.563 2.163 -0.477
C -3.703 5.354 1.379 -0.388
H -5.475 1.055 2.381 0.341
H -4.919 -0.589 2.682 0.398
H -4.980 0.051 0.977 0.026
H -3.394 0.276 4.243 0.509
H -3.992 1.908 3.747 0.371
H -1.223 0.995 3.072 -0.184
H -1.454 1.557 4.782 0.456
H -2.052 3.718 3.833 0.363
H -2.419 2.817 1.341 -0.611
H -0.691 2.853 1.397 -0.371
H -1.533 4.873 0.435 0.197
H -0.548 5.152 1.861 0.293
H -4.054 4.321 1.490 0.028
H -3.485 5.549 0.319 0.240
H -4.454 6.041 1.762 0.367
C -5.327 3.094 -1.051 -0.667
O -4.609 4.141 -1.698 -0.364
C -4.358 3.718 -3.025 0.216
C -3.396 4.670 -3.736 0.000
N -3.955 6.018 -3.900 -0.270
C -3.217 6.893 -4.847 -0.742
C -1.770 7.010 -4.319 -0.562
O -1.023 5.858 -4.794 -0.372
C 0.035 5.557 -3.939 -0.260
H -5.871 2.469 -1.774 0.255
H -5.948 3.539 -0.281 0.428
H -4.599 2.402 -0.567 0.033
H -5.333 3.713 -3.551 0.397
H -3.898 2.707 -3.100 -0.185
H -3.160 4.133 -4.669 0.159
H -2.472 4.785 -3.176 -0.356
H -4.934 5.938 -4.179 0.276
H -3.763 7.844 -4.846 0.476
H -3.100 6.519 -5.875 0.298
H -1.823 6.989 -3.218 0.309
H -1.394 7.969 -4.680 0.444
H 0.815 6.322 -3.846 0.310
H 0.446 4.628 -4.324 0.228
H -0.390 5.351 -2.929 -0.094
C -0.989 2.107 -1.264 -1.068
O -0.541 0.956 -0.608 -0.402
C -1.496 -0.061 -0.686 0.697
C -0.835 -1.201 0.019 -0.089
N 0.483 -1.430 -0.598 2.345
C 1.260 -2.483 0.176 -0.623
C 1.937 -1.970 1.489 -0.274
O 2.885 -0.960 1.096 1.390
C 3.045 0.011 2.091 -0.777
H -0.234 2.901 -1.293 0.331
H -1.952 2.419 -0.853 -0.031
H -1.261 1.809 -2.299 0.346
H -1.723 -0.350 -1.735 -0.355
H -2.409 0.373 -0.235 0.054
H -1.508 -2.070 0.018 -0.220
H -0.598 -0.940 1.064 -0.360
H 0.958 -0.579 -0.345 -0.957
H 2.138 -2.717 -0.436 -0.002
H 0.707 -3.430 0.329 0.206
H 2.457 -2.800 1.989 0.427
H 1.303 -1.528 2.272 -0.407
H 3.924 0.630 1.883 0.015
H 3.213 -0.480 3.055 0.402
H 2.169 0.690 2.177 0.072
C -1.215 -4.640 -2.402 -0.874
O -2.439 -3.939 -2.187 -0.063
C -3.050 -3.490 -3.316 -0.719
C -4.429 -2.912 -2.929 -0.810
N -4.271 -1.733 -2.048 0.875
C -5.428 -0.830 -2.067 -0.234
C -5.759 -0.214 -3.395 -0.880
O -4.598 0.492 -3.873 0.040
C -4.512 0.739 -5.277 -0.883
H -0.841 -5.050 -1.467 0.204
H -0.496 -3.966 -2.871 0.051
H -1.390 -5.461 -3.099 0.591
H -3.232 -4.226 -4.119 0.441
H -2.417 -2.691 -3.751 0.255
H -5.095 -3.621 -2.406 0.372
H -4.955 -2.672 -3.881 0.379
H -3.467 -1.220 -2.413 -0.476
H -5.200 0.054 -1.467 -0.805
H -6.244 -1.342 -1.549 0.488
H -6.576 0.528 -3.312 0.538
H -6.059 -0.908 -4.189 0.567
H -5.529 0.934 -5.608 0.442
H -4.052 -0.112 -5.839 0.247
H -3.957 1.655 -5.428 0.114
```

The calculation puts the lowest unoccupied orbital energy at 0.36 eV. The orbital gap is 9.35 eV. The calculation puts the HOMO energy at -0.330 Ha. The value obtained for the relative energy (zero: lowest compared OMol25 entry of this formula, charge and spin) is 0.0 kJ/mol.

Entry 3:
C33H27FN5O12P3Ti | the ωB97M-V functional and the def2-TZVPD basis

XYZ file:
```
82
Properties=species:S:1:pos:R:3:mulliken_spin:R:1
Ti 1.080 0.802 0.514 0.135
C -2.511 1.838 2.126 0.000
C -1.312 1.623 3.032 0.000
O -1.613 1.800 4.403 0.000
P 0.107 2.744 2.672 0.002
O 0.648 3.250 4.067 0.000
O -0.393 4.069 2.011 0.000
O 1.210 2.116 1.881 -0.009
P -0.624 -0.081 2.858 0.000
O 0.705 0.201 3.783 0.000
O -1.475 -1.082 3.524 0.000
O -0.192 -0.301 1.428 -0.004
H -2.867 2.868 2.188 0.000
H -3.307 1.156 2.429 0.000
H -2.233 1.598 1.096 0.000
H -2.004 0.968 4.714 0.000
H 0.691 2.559 4.731 0.000
H -0.146 4.020 1.045 0.000
H 0.987 -0.631 4.173 0.000
C 2.261 -3.772 -4.577 0.006
C 0.901 -3.674 -4.337 -0.001
C 0.429 -2.957 -3.250 -0.005
C 1.321 -2.334 -2.385 -0.008
C 2.688 -2.427 -2.636 0.030
C 3.152 -3.139 -3.725 -0.007
P 0.817 -1.404 -0.881 0.008
C -0.931 -1.925 -0.734 -0.029
C -1.409 -2.906 0.126 0.000
C -2.770 -3.134 0.228 0.001
C -3.665 -2.373 -0.505 0.000
C -3.197 -1.399 -1.374 0.002
C -1.837 -1.184 -1.493 0.012
C 1.739 -2.467 0.292 -0.013
C 1.760 -3.837 0.163 -0.002
C 2.576 -4.621 0.989 0.000
C 3.409 -4.027 1.895 0.000
C 3.443 -2.626 2.034 0.003
C 4.341 -1.994 2.918 0.001
C 4.339 -0.632 3.032 -0.001
C 3.427 0.149 2.298 0.001
C 2.531 -0.407 1.406 -0.016
C 2.564 -1.821 1.253 0.009
H 2.625 -4.330 -5.429 0.001
H 0.199 -4.155 -5.006 0.000
H -0.636 -2.893 -3.070 0.001
H 3.378 -1.926 -1.970 0.005
H 4.211 -3.182 -3.922 0.000
H -0.723 -3.482 0.728 0.000
H -3.135 -3.900 0.895 0.000
H -4.727 -2.535 -0.395 0.000
H -3.885 -0.793 -1.946 0.000
H -1.458 -0.422 -2.166 0.007
H 1.157 -4.322 -0.592 0.000
H 2.558 -5.697 0.888 0.000
H 4.066 -4.624 2.514 0.000
H 5.032 -2.601 3.488 0.000
H 5.038 -0.143 3.698 0.000
H 3.435 1.223 2.460 -0.001
O 2.219 1.319 -0.621 -0.013
N 2.918 0.631 -1.544 0.417
C 2.626 0.933 -2.819 0.314
C 1.646 1.858 -3.193 -0.084
N 0.849 2.636 -3.507 0.145
C 3.312 0.339 -3.879 -0.020
N 3.826 -0.115 -4.809 0.113
F -3.470 6.165 1.149 0.000
C -3.640 5.093 0.342 0.000
C -2.612 4.681 -0.447 0.000
N -2.735 3.594 -1.274 0.001
C -1.568 3.110 -1.987 0.003
C -0.540 2.576 -0.953 -0.009
O 0.200 3.401 -0.387 0.004
O -0.580 1.356 -0.672 0.007
C -3.917 2.891 -1.368 0.000
O -4.077 1.944 -2.105 0.000
N -4.933 3.370 -0.572 0.000
C -4.918 4.433 0.349 0.000
O -5.906 4.686 1.014 0.000
H -1.659 5.186 -0.449 0.000
H -1.115 3.916 -2.568 0.000
H -1.887 2.303 -2.644 -0.004
H -5.813 2.874 -0.645 0.000
```

The calculation puts the lowest unoccupied orbital energy (alpha / beta) at 2.17 / 2.17 eV. Its expectation value of S² is 0.762. Its net charge is -1. The orbital gap (alpha / beta) is 5.54 / 8.03 eV. The calculation puts the HOMO energy (alpha / beta) at -0.124 / -0.215 Ha. The spin multiplicity is 2. The value obtained for the relative energy (zero: lowest compared OMol25 entry of this formula, charge and spin) is 203.3 kJ/mol.

Entry 4:
C6H3Cl2GaS4Sb | the ωB97M-V functional and the def2-TZVPD basis

XYZ file:
```
17
Properties=species:S:1:pos:R:3:mulliken_spin:R:1
Ga -1.964 -1.667 -0.165 -0.002
Cl 0.746 -1.694 -0.102 0.001
C 1.137 -0.003 -0.112 0.000
C 2.473 0.354 -0.117 0.000
C 2.809 1.694 -0.123 0.000
C 1.810 2.653 -0.124 0.000
C 0.481 2.271 -0.120 0.000
Cl -0.726 3.513 -0.121 0.000
C 0.095 0.924 -0.114 -0.001
S -1.624 0.539 -0.104 0.003
H 3.233 -0.414 -0.116 0.000
H 3.848 1.992 -0.126 0.000
H 2.052 3.707 -0.127 0.000
S -4.417 -4.331 2.145 0.940
Sb -4.082 -4.047 -0.172 -0.024
S -4.235 -1.641 -0.162 0.071
S -1.637 -3.850 -0.242 0.012
```

The calculation puts the lowest unoccupied orbital energy (alpha / beta) at -0.20 / -2.60 eV. Its expectation value of S² is 0.755. The orbital gap (alpha / beta) is 8.68 / 6.20 eV. The calculation puts the HOMO energy (alpha / beta) at -0.327 / -0.324 Ha. The spin multiplicity is 2.

Entry 5:
C54H58Cl8N10 | the ωB97M-V functional and the def2-TZVPD basis

XYZ file:
```
130
Properties=species:S:1:pos:R:3:mulliken_charge:R:1
N -0.668 0.324 -0.909 1.162
C 0.610 0.214 -1.261 -1.202
C 1.659 0.186 -0.347 -0.061
C 1.344 0.286 0.994 -1.509
C 0.012 0.350 1.370 -0.004
C -0.950 0.446 0.382 0.269
H 0.808 0.108 -2.323 0.383
H 2.691 0.104 -0.661 0.548
H 2.106 0.273 1.768 0.746
H -0.244 0.377 2.419 0.078
H -1.999 0.504 0.658 -0.282
N 0.144 3.004 5.007 -0.319
C 1.331 3.562 5.195 -0.511
C 2.092 4.107 4.179 -0.461
C 1.592 4.075 2.887 -0.309
C 0.372 3.459 2.671 -0.493
C -0.308 2.938 3.759 0.214
H 1.660 3.628 6.227 0.439
H 3.035 4.596 4.386 0.434
H 2.136 4.482 2.046 0.507
H -0.060 3.411 1.681 0.419
H -1.228 2.387 3.592 0.024
N 1.522 4.363 -1.187 -0.369
C 1.685 5.615 -1.591 -0.422
C 0.836 6.246 -2.482 -0.475
C -0.275 5.559 -2.952 -0.666
C -0.462 4.263 -2.517 -0.903
C 0.485 3.697 -1.677 0.129
H 2.469 6.184 -1.101 0.368
H 1.038 7.261 -2.801 0.395
H -0.959 6.020 -3.652 0.445
H -1.372 3.732 -2.767 0.715
H 0.352 2.670 -1.343 0.769
N 5.473 0.619 -0.912 -0.308
C 5.736 0.784 0.374 -0.144
C 6.734 0.093 1.049 -0.537
C 7.455 -0.866 0.360 -0.266
C 7.188 -1.044 -0.986 -0.405
C 6.241 -0.230 -1.583 -0.246
H 5.089 1.469 0.914 0.468
H 6.829 0.269 2.113 0.399
H 8.202 -1.467 0.865 0.389
H 7.738 -1.766 -1.574 0.397
H 6.027 -0.319 -2.644 0.252
N 2.473 -1.496 -3.714 0.332
C 3.276 -0.508 -4.082 -0.216
C 4.109 -0.563 -5.188 -1.184
C 4.128 -1.729 -5.932 -0.222
C 3.355 -2.800 -5.507 -0.824
C 2.555 -2.641 -4.387 -0.222
H 3.244 0.385 -3.465 0.642
H 4.742 0.293 -5.383 0.477
H 4.721 -1.841 -6.832 0.416
H 3.356 -3.735 -6.052 0.452
H 2.040 -3.487 -3.945 0.354
N -1.907 1.187 -5.113 -0.370
C -1.657 0.605 -6.273 -0.471
C -0.387 0.426 -6.805 -0.534
C 0.692 0.788 -6.019 -0.231
C 0.447 1.408 -4.800 -0.250
C -0.859 1.558 -4.384 -0.282
H -2.525 0.361 -6.881 0.360
H -0.230 -0.019 -7.778 0.414
H 1.696 0.533 -6.337 0.400
H 1.260 1.762 -4.177 0.595
H -1.067 1.940 -3.389 0.329
N -2.314 -2.622 1.492 0.392
C -2.425 -3.445 2.527 -0.382
C -1.575 -4.520 2.744 -0.616
C -0.497 -4.693 1.885 -0.691
C -0.369 -3.848 0.796 -1.020
C -1.290 -2.827 0.662 -0.054
H -3.235 -3.236 3.222 0.215
H -1.716 -5.199 3.574 0.451
H 0.189 -5.509 2.072 0.366
H 0.440 -3.979 0.089 0.696
H -1.269 -2.168 -0.200 0.598
N -4.378 -0.944 4.537 -0.241
C -5.276 -0.782 5.499 -0.443
C -5.188 0.203 6.472 -0.430
C -4.140 1.105 6.421 -0.709
C -3.185 0.955 5.429 -0.488
C -3.362 -0.088 4.533 -0.168
H -6.136 -1.444 5.491 0.378
H -5.928 0.309 7.253 0.390
H -4.070 1.846 7.208 0.422
H -2.302 1.576 5.348 0.429
H -2.661 -0.188 3.706 0.879
N 2.460 -1.954 4.142 -0.374
C 1.164 -2.076 3.901 -0.225
C 0.210 -1.206 4.418 -0.299
C 0.647 -0.187 5.241 -0.196
C 1.995 -0.070 5.531 -0.648
C 2.862 -0.995 4.968 -0.574
H 0.872 -2.847 3.196 0.510
H -0.846 -1.371 4.261 0.444
H -0.102 0.492 5.630 0.585
H 2.373 0.634 6.261 0.465
H 3.923 -1.007 5.194 0.374
N -4.237 -0.302 -3.544 -0.354
C -4.909 -1.188 -4.254 -0.436
C -5.233 -2.461 -3.812 -0.448
C -4.773 -2.854 -2.567 -0.756
C -3.983 -1.972 -1.847 0.166
C -3.745 -0.714 -2.382 -0.215
H -5.187 -0.919 -5.269 0.359
H -5.768 -3.135 -4.467 0.400
H -4.966 -3.822 -2.116 0.427
H -3.511 -2.225 -0.905 0.347
H -3.067 -0.040 -1.866 0.464
C -0.780 -3.117 -3.142 1.665
Cl -1.187 -2.741 -4.821 -0.134
Cl -0.191 -4.769 -2.923 -0.203
H -0.001 -2.426 -2.830 -0.714
H -1.673 -2.949 -2.554 -0.577
C 3.414 -2.751 1.194 0.692
Cl 3.142 -4.496 1.370 -0.172
Cl 3.926 -2.387 -0.470 -0.052
H 2.476 -2.260 1.417 -0.873
H 4.227 -2.409 1.818 0.374
C -3.706 3.321 0.437 0.450
Cl -3.582 3.341 2.222 -0.107
Cl -3.668 4.951 -0.234 -0.176
H -2.828 2.802 0.069 -0.558
H -4.633 2.828 0.182 0.381
C -5.559 -1.246 1.358 0.153
Cl -4.606 0.195 1.017 -0.002
Cl -7.292 -0.984 1.157 -0.218
H -5.221 -2.030 0.691 0.057
H -5.376 -1.557 2.381 -0.002
```

The calculation puts the lowest unoccupied orbital energy at 0.53 eV. The orbital gap is 9.44 eV. The calculation puts the HOMO energy at -0.327 Ha. The value obtained for the relative energy (zero: lowest compared OMol25 entry of this formula, charge and spin) is 0.0 kJ/mol.

Number 1: largest force on an atom 3.944 eV/A, E -894.0143 Eh. Number 2: largest force on an atom 4.089 eV/A, E -4249.4929 Eh. Number 3: largest force on an atom 2.762 eV/A, E -4424.2009 Eh. Number 4: largest force on an atom 0.675 eV/A, E -4908.6981 Eh. Number 5: largest force on an atom 1.137 eV/A, E -6321.5619 Eh.